Here is an isolated molecule of C8H10N4O at a distorted geometry from OMol25. Energies are from the ωB97M-V functional and the def2-TZVPD basis.

```
23
Properties=species:S:1:pos:R:3:nbo_charge:R:1
C -2.61 -0.72 0.77 -0.60
C -2.05 0.15 -0.34 -0.43
C -0.53 0.40 -0.49 -0.10
C -0.04 1.77 -0.24 0.53
O -0.94 2.87 -0.34 -0.68
N 1.19 2.04 -0.02 -0.30
N 2.10 1.04 -0.09 -0.18
C 3.41 1.04 0.27 0.10
N 3.90 -0.20 0.16 -0.24
N 2.86 -0.99 -0.26 -0.30
C 1.78 -0.23 -0.30 0.27
C 0.33 -0.65 -0.51 0.07
C 0.13 -2.15 -0.36 -0.68
H -2.23 -0.23 1.78 0.20
H -3.71 -0.75 0.70 0.22
H -2.22 -1.71 0.78 0.20
H -2.34 -0.32 -1.31 0.21
H -2.72 1.13 -0.26 0.24
H -0.52 3.67 0.07 0.50
H 3.80 1.81 0.97 0.22
H 0.76 -2.77 -1.03 0.26
H -0.81 -2.59 -0.61 0.23
H 0.45 -2.60 0.65 0.26
```

As for the SMILES: CCc1c(O)nn2cnnc2c1C. Its gap between HOMO and LUMO is 0.335 Eh. The LUMO energy is 0.066 eV.

---

Here is an isolated molecule of C8H10N4O2S at a distorted geometry from OMol25. Energies are from the ωB97M-V functional and the def2-TZVPD basis.

```
25
Properties=species:S:1:pos:R:3:nbo_charge:R:1
C -2.00 -0.18 1.47 0.05
C -2.87 -0.10 0.37 -0.09
C -1.96 0.26 -0.72 0.24
C 0.46 -2.34 0.02 -0.04
C 1.69 0.47 1.12 -0.51
C 2.32 -0.81 0.45 -0.19
C 0.43 0.12 1.78 0.06
C -2.40 0.54 -2.10 -0.67
N -0.75 0.33 -0.29 -0.30
N -0.76 0.17 1.07 -0.20
N 1.38 -1.58 -0.52 -0.63
N -4.27 -0.19 0.37 0.51
O -4.88 -0.36 1.44 -0.39
O -4.89 0.09 -0.66 -0.39
S -0.69 -3.33 -0.35 0.04
H -2.27 -0.19 2.53 0.25
H 2.24 0.79 1.97 0.24
H 1.54 1.22 0.29 0.25
H 3.22 -0.68 -0.15 0.22
H 2.40 -1.68 1.20 0.22
H 0.51 -0.67 2.58 0.21
H -3.45 0.79 -2.04 0.27
H -1.82 1.45 -2.35 0.23
H -2.04 -0.29 -2.68 0.24
H 1.36 -1.56 -1.56 0.40
```

Its gap between HOMO and LUMO (alpha / beta) is 0.284 / 0.233 Eh. The LUMO energy (alpha / beta) is -0.346 / -1.015 eV.

---

Here is a cluster of 2 separate species, C8H10NO in total at a distorted geometry from OMol25. Energies are from the ωB97M-V functional and the def2-TZVPD basis.

```
20
Properties=species:S:1:pos:R:3:nbo_charge:R:1
C -0.49 1.86 0.58 -0.34
C -0.32 1.16 1.81 0.24
C 0.24 1.63 -0.58 0.28
C 1.37 -0.18 0.74 0.30
C -0.87 -3.28 -0.10 0.73
C 1.09 0.36 -0.55 -0.68
C 0.39 2.58 -1.69 -0.70
C -1.22 -4.47 0.10 -0.74
N 0.76 0.34 1.81 -0.53
O -0.56 -2.17 -0.36 -0.54
H -0.96 2.79 0.76 0.25
H -0.95 0.97 2.57 0.23
H 0.33 -0.35 -1.04 0.40
H 1.86 0.24 -1.24 0.31
H -0.65 2.65 -2.00 0.28
H 1.03 2.17 -2.49 0.25
H 0.66 3.70 -1.45 0.29
H 1.09 0.01 2.65 0.42
H -0.56 -5.16 0.46 0.27
H -2.23 -4.84 0.02 0.29
```

As for the net charge: +1. Its gap between HOMO and LUMO (alpha / beta) is 0.240 / 0.240 Eh. The LUMO energy (alpha / beta) is -5.988 / -5.985 eV.

---

Here is the ion C8H10NO2 with charge -1 at a distorted geometry from OMol25. Energies are from the ωB97M-V functional and the def2-TZVPD basis.

```
21
Properties=species:S:1:pos:R:3:nbo_charge:R:1
C 3.31 0.60 -0.47 -0.60
C 2.21 0.80 0.64 -0.45
C 0.80 0.46 0.26 0.06
C 0.37 -0.88 0.37 -0.28
C -0.86 -1.31 0.10 -0.19
C -2.02 -0.52 -0.16 -0.36
C -3.34 -1.27 -0.26 -0.61
C -2.11 0.85 -0.07 0.68
O -2.82 1.81 -0.23 -0.60
N -0.05 1.35 -0.13 0.00
O 0.23 2.59 -0.22 -0.62
H 3.48 -0.48 -0.64 0.19
H 4.24 1.06 -0.29 0.19
H 2.82 1.08 -1.35 0.22
H 2.07 1.83 0.79 0.24
H 2.45 0.50 1.71 0.19
H 1.06 -1.67 0.63 0.18
H -1.05 -2.37 0.10 0.18
H -3.16 -1.90 -1.14 0.20
H -4.19 -0.60 -0.31 0.22
H -3.45 -1.93 0.65 0.18
```

As for the SMILES: CCC(/C=C\C(C)=C=O)=N\[O-]. As for the net charge: -1. Its gap between HOMO and LUMO is 0.240 Eh. The LUMO energy is 3.838 eV.

---

Here is the ion C8H10NO2S with charge +1 at a distorted geometry from OMol25. Energies are from the ωB97M-V functional and the def2-TZVPD basis.

```
22
Properties=species:S:1:pos:R:3:nbo_charge:R:1
C -2.06 -1.05 -0.86 -0.13
C -1.77 0.75 0.72 -0.18
C -3.36 -1.16 -0.31 0.06
C -3.07 0.63 1.11 0.02
C -1.27 0.00 -0.38 -0.26
C 0.05 0.22 -0.86 0.61
C 2.31 2.02 -0.64 -0.84
C 2.78 -1.66 0.64 -0.18
N -3.83 -0.31 0.54 -0.34
O 0.72 -0.19 -1.76 -0.43
O 2.24 -0.25 0.93 -0.75
S 1.24 1.24 0.52 0.98
H -1.65 -1.82 -1.47 0.24
H -1.18 1.63 1.26 0.24
H -3.95 -1.89 -0.76 0.21
H -3.67 1.04 2.00 0.25
H 2.47 1.35 -1.45 0.27
H 3.30 2.20 0.01 0.29
H 1.97 3.08 -0.92 0.29
H 2.81 -2.13 1.58 0.22
H 3.73 -1.53 0.19 0.21
H 2.19 -2.16 -0.08 0.19
```

As for the net charge: +1. Its gap between HOMO and LUMO is 0.290 Eh. The LUMO energy is -5.662 eV.

---

Here is the ion C8H10NO3P2 with charge +1 at a distorted geometry from OMol25. Energies are from the ωB97M-V functional and the def2-TZVPD basis.

```
24
Properties=species:S:1:pos:R:3:nbo_charge:R:1
C 0.49 0.83 -0.28 -0.27
C -0.95 1.01 -0.21 -0.01
C 1.11 -0.42 -0.31 0.18
C 0.37 -1.65 -0.39 0.44
C -1.71 -0.14 -0.14 -0.44
C -1.08 -1.44 -0.23 -0.51
C 3.21 -1.41 0.68 -0.46
C -1.66 2.31 -0.06 -0.09
N 2.55 -0.51 -0.36 -0.13
O 0.74 -2.78 -0.57 -0.49
O -3.11 2.05 0.18 -0.72
O 3.26 0.69 -0.40 -0.57
P -3.46 0.09 0.04 0.95
P -1.92 -2.95 -0.27 0.80
H 1.15 1.65 -0.21 0.25
H 4.26 -1.08 0.47 0.23
H 3.06 -2.52 0.50 0.26
H 3.05 -0.94 1.71 0.20
H -1.50 2.89 -0.98 0.23
H -1.46 2.85 0.86 0.24
H -3.68 2.85 -0.22 0.57
H 3.90 0.63 -1.19 0.50
H -3.35 0.11 1.52 -0.01
H -3.26 -2.13 -0.13 -0.14
```

As for the net charge: +1. Its gap between HOMO and LUMO (alpha / beta) is 0.221 / 0.217 Eh. The LUMO energy (alpha / beta) is -5.383 / -5.445 eV.

---

Here is an isolated molecule of C8H10O at a distorted geometry from OMol25. Energies are from the ωB97M-V functional and the def2-TZVPD basis.

```
19
Properties=species:S:1:pos:R:3:nbo_charge:R:1
C 1.17 1.68 -0.01 -0.17
C 0.42 1.34 1.16 -0.24
C 1.11 0.91 -1.25 0.32
C -0.42 -0.68 0.03 -0.52
C -0.33 0.17 1.27 0.08
C 0.40 -0.29 -1.20 0.15
C -1.16 -0.31 2.36 -0.67
C 0.25 -1.20 -2.38 -0.70
O 1.75 1.26 -2.22 -0.62
H 1.70 2.61 0.17 0.22
H 0.52 1.96 2.13 0.22
H -0.31 -1.75 0.18 0.24
H -1.30 -0.28 -0.37 0.27
H -1.45 0.44 3.17 0.23
H -0.98 -1.26 2.81 0.23
H -2.14 -0.55 2.07 0.23
H -0.89 -1.46 -2.47 0.23
H 0.84 -2.06 -2.30 0.23
H 0.80 -0.53 -3.17 0.28
```

Its gap between HOMO and LUMO (alpha / beta) is 0.255 / 0.274 Eh. The LUMO energy (alpha / beta) is -0.649 / -0.704 eV.

---

Here is an isolated molecule of C8H10O2 at a distorted geometry from OMol25. Energies are from the ωB97M-V functional and the def2-TZVPD basis.

```
20
Properties=species:S:1:pos:R:3:nbo_charge:R:1
C 0.59 -1.04 2.77 -0.37
C -0.46 -0.38 2.30 -0.26
C -0.72 -0.20 0.87 0.23
O -1.73 0.73 0.65 -0.72
C -0.22 -0.95 -0.14 -0.23
C -0.85 -0.99 -1.47 -0.27
C -0.29 -0.24 -2.44 -0.16
C 0.81 0.74 -2.06 -0.42
C 0.67 1.47 -0.96 0.21
O 1.65 2.24 -0.50 -0.68
H 0.90 -0.96 3.92 0.21
H 1.15 -1.80 2.15 0.20
H -1.19 0.14 2.97 0.21
H -2.52 0.30 0.99 0.49
H 0.42 -1.82 0.15 0.22
H -1.72 -1.56 -1.63 0.21
H -0.47 -0.23 -3.58 0.21
H 1.54 0.97 -2.80 0.20
H -0.19 1.41 -0.24 0.22
H 2.61 2.15 -0.96 0.49
```

As for the SMILES: C=C/C(O)=C/C=C\C=C\O. Its gap between HOMO and LUMO is 0.313 Eh. The LUMO energy is 0.733 eV.

---

Here is a cluster of 2 separate species, C8H10O2 in total from OMol25. Energies are from the ωB97M-V functional and the def2-TZVPD basis.

```
20
Properties=species:S:1:pos:R:3:nbo_charge:R:1
C 3.11 2.40 2.53 -0.22
C 3.65 1.64 1.49 -0.20
C 3.71 2.17 0.20 -0.22
C 3.23 3.46 -0.05 -0.22
C 2.70 4.22 1.00 -0.22
C 2.64 3.69 2.29 -0.22
H 3.07 1.99 3.55 0.22
H 4.02 0.63 1.69 0.22
H 4.12 1.57 -0.62 0.22
H 3.28 3.88 -1.06 0.22
H 2.33 5.23 0.80 0.22
H 2.22 4.29 3.11 0.22
C -0.49 1.24 1.18 -0.28
O -0.56 0.86 2.56 -0.50
C 0.07 -0.30 2.84 0.65
O 0.65 -1.00 2.05 -0.58
H -1.03 2.20 1.09 0.20
H -0.97 0.50 0.53 0.19
H 0.55 1.39 0.85 0.21
H -0.04 -0.52 3.92 0.12
```

As for the SMILES: c1ccccc1.COC=O. Its gap between HOMO and LUMO is 0.382 Eh. The LUMO energy is 0.924 eV.

---

Here is a cluster of 2 separate species, C8H10O4PS in total at a distorted geometry from OMol25. Energies are from the ωB97M-V functional and the def2-TZVPD basis.

```
24
Properties=species:S:1:pos:R:3:nbo_charge:R:1
C -1.83 -2.44 0.05 -0.19
C -2.41 -1.65 -0.93 -0.22
C -1.20 -1.81 1.17 -0.19
C -2.27 -0.27 -0.89 -0.20
C -1.04 -0.41 1.16 -0.14
C -1.47 0.35 0.05 -0.45
C 2.53 1.43 1.07 -0.82
C 1.49 0.51 -1.57 -1.13
O -0.66 2.64 1.29 -1.05
O -1.72 2.93 -1.07 -1.04
O 1.98 -1.17 0.47 -1.01
O 3.87 -0.05 -0.65 -1.02
P -1.09 2.11 -0.04 2.25
S 2.48 0.06 -0.20 2.07
H -1.98 -3.43 -0.15 0.20
H -3.08 -2.20 -1.74 0.21
H -0.98 -2.51 1.87 0.21
H -2.66 0.48 -1.63 0.24
H -0.51 -0.02 1.97 0.23
H 3.42 1.37 1.52 0.21
H 2.52 2.41 0.58 0.22
H 1.73 1.35 1.71 0.22
H 0.70 -0.38 -1.69 0.21
H 2.16 0.70 -2.34 0.20
```

As for the net charge: -1. Its gap between HOMO and LUMO (alpha / beta) is 0.244 / 0.244 Eh. The LUMO energy (alpha / beta) is 2.760 / 2.760 eV.

---

Here is an isolated molecule of C8H10O4S3 at a distorted geometry from OMol25. Energies are from the ωB97M-V functional and the def2-TZVPD basis.

```
25
Properties=species:S:1:pos:R:3:nbo_charge:R:1
C -0.40 3.34 1.14 0.61
C -1.64 2.64 1.01 0.42
C 1.00 -0.54 -0.59 -0.42
C 0.94 0.95 -0.25 -0.42
C -0.37 -1.10 -0.98 -0.51
C 0.61 1.19 1.24 0.02
C -0.74 0.63 1.59 0.10
C -0.53 -2.57 -0.78 -0.25
O -0.31 4.54 1.00 -0.59
O -2.79 3.30 0.69 -0.65
O 0.66 2.57 1.55 -0.49
O -1.79 1.40 1.46 -0.41
S -0.92 -0.80 2.57 0.07
S 0.94 -3.51 -0.81 0.09
S -1.99 -3.26 -0.56 0.00
H 1.70 -0.70 -1.41 0.22
H 1.38 -1.08 0.28 0.21
H 1.91 1.42 -0.44 0.23
H 0.21 1.46 -0.88 0.21
H -1.16 -0.61 -0.42 0.25
H -0.57 -0.88 -2.04 0.25
H 1.38 0.73 1.86 0.22
H -2.25 -0.77 2.59 0.15
H 0.35 -4.68 -0.62 0.15
H -2.53 4.23 0.55 0.51
```

Its gap between HOMO and LUMO (alpha / beta) is 0.275 / 0.256 Eh. The LUMO energy (alpha / beta) is -0.365 / -0.404 eV.

---

Energy above the lowest of the compared OMol25 structures with the same formula, charge and spin across the listed records, respectively: 186.13, 117.50, 549.31, 200.18, 391.51, 276.40, 345.44, 494.64, 78.45, 190.07, 138.96 kJ/mol.
Total energy across the listed records, respectively: -16463.6023, -29341.4874, -11983.4102, -14041.0099, -24867.0727, -34655.5046, -10502.0229, -12548.5346, -12552.8482, -36771.9279, -49150.8438 eV.